ORCA calculation (ωB97M-V with the def2-TZVPD basis set) on the molecule C6H9FN2 at a distorted geometry.

As for the LUMO energy: 0.66 eV. The SMILES is [H]/N=C/C=N/CC/C=C\F. The net charge is 0.

Last column: Mulliken charge in e.
Cartesian coordinates (Å):
1 C -1.877 0.546 0.358  -0.585
2 C -0.748 1.606 0.360  -0.516
3 C -1.742 -0.479 -0.692  -0.383
4 C 2.612 -0.200 0.389  -0.105
5 C -1.289 -1.710 -0.466  -0.340
6 C 1.417 0.401 -0.168  -0.075
7 N 3.368 -0.709 -0.463  -0.512
8 N 0.538 0.921 0.564  -0.466
9 F -0.832 -2.168 0.688  -0.250
10 H -2.933 0.891 0.179  0.338
11 H -1.989 -0.079 1.195  0.332
12 H -0.674 2.357 1.141  0.341
13 H -0.646 2.116 -0.643  0.334
14 H -2.074 -0.033 -1.587  0.374
15 H 2.581 -0.357 1.566  0.305
16 H -1.151 -2.435 -1.160  0.484
17 H 1.214 0.391 -1.218  0.470
18 H 4.224 -1.061 -0.043  0.256

ORCA calculation (ωB97M-V with the def2-TZVPD basis set) on the ion C4H9N2 with charge +1 at a distorted geometry.

As for the LUMO energy: -3.64 eV. The SMILES is N[C@H]1C=C[C@@H]1[NH3+]. The net charge is +1.

Last column: Mulliken charge in e.
Cartesian coordinates (Å):
1 C 1.019 1.326 0.633  -0.543
2 C -0.314 1.279 0.891  -0.514
3 C 0.989 -0.070 -0.157  -0.125
4 C -0.550 0.200 -0.080  -0.175
5 N 1.544 -0.310 -1.343  -0.492
6 N -1.574 -0.922 0.351  -0.283
7 H 1.752 2.078 0.789  0.444
8 H -0.960 1.508 1.656  0.457
9 H 1.311 -0.742 0.621  0.451
10 H -0.887 0.558 -1.086  0.256
11 H 1.599 0.371 -2.084  0.206
12 H 2.381 -0.894 -1.414  0.244
13 H -1.103 -1.793 0.053  0.347
14 H -2.478 -0.819 -0.052  0.343
15 H -1.667 -0.775 1.362  0.383

What did the first record say?
ORCA calculation (ωB97M-V with the def2-TZVPD basis set) on the molecule C6H9FN2 at a distorted geometry.

As for the LUMO energy: 0.66 eV. The SMILES is [H]/N=C/C=N/CC/C=C\F. The net charge is 0.

Last column: Mulliken charge in e.
Cartesian coordinates (Å):
1 C -1.877 0.546 0.358  -0.585
2 C -0.748 1.606 0.360  -0.516
3 C -1.742 -0.479 -0.692  -0.383
4 C 2.612 -0.200 0.389  -0.105
5 C -1.289 -1.710 -0.466  -0.340
6 C 1.417 0.401 -0.168  -0.075
7 N 3.368 -0.709 -0.463  -0.512
8 N 0.538 0.921 0.564  -0.466
9 F -0.832 -2.168 0.688  -0.250
10 H -2.933 0.891 0.179  0.338
11 H -1.989 -0.079 1.195  0.332
12 H -0.674 2.357 1.141  0.341
13 H -0.646 2.116 -0.643  0.334
14 H -2.074 -0.033 -1.587  0.374
15 H 2.581 -0.357 1.566  0.305
16 H -1.151 -2.435 -1.160  0.484
17 H 1.214 0.391 -1.218  0.470
18 H 4.224 -1.061 -0.043  0.256